166
Properties=species:S:1:pos:R:3 method="wB97M-V/def2-TZVPD" orbital_gap_ev=5.306 e_homo_ev=-4.2 charge=-1 lumo_energy_ha=0.04210
C -3.34318 -4.09106 0.68591
C -2.94974 -4.12506 -0.88336
C -4.27692 -3.91481 -1.83624
C -1.71627 -3.16118 -1.30300
C -1.80444 -1.64624 -0.73188
Nb -0.43660 -0.15074 -1.79463
O 0.85814 1.25559 -2.75175
C -1.67284 1.66139 -1.08466
N -0.73540 2.84461 -0.80806
C -1.79595 -0.31708 -3.61656
C -1.29810 0.57859 -4.89410
N -0.70666 -0.00806 -5.94439
B 1.00518 -1.80422 -2.53856
O 1.60107 -2.64518 -1.46861
N 1.38953 -2.05099 -3.97403
C 0.57315 -3.13275 -4.62350
C 2.82441 -2.54156 -4.09066
H -2.45964 -3.92583 1.40744
H -3.78339 -5.14685 0.94756
H -4.22239 -3.34490 0.89683
H -2.59871 -5.22137 -1.11130
H -4.77887 -2.90465 -1.59787
H -4.99472 -4.81538 -1.62142
H -3.90902 -4.01936 -2.92658
H -1.73631 -3.09066 -2.46858
H -0.73930 -3.72659 -1.00005
H -1.62027 -1.63975 0.42571
H -2.89430 -1.26912 -0.92386
H 0.58922 -0.01132 -0.27176
H 0.33079 2.00379 -3.12632
H -2.31942 2.00705 -2.00136
H -2.34358 1.43403 -0.16210
H -0.61215 3.39187 -1.69121
H 0.20317 2.50374 -0.53858
H -2.83103 0.13899 -3.30394
H -1.92962 -1.39693 -4.00589
H -1.43613 1.73428 -4.95271
H -0.45928 0.72164 -6.65925
H 1.33217 -2.23256 -0.59460
H 0.58902 -2.90506 -5.77510
H -0.53795 -3.15279 -4.32318
H 1.13190 -4.13522 -4.49398
H 3.00549 -3.50612 -3.44873
H 3.59416 -1.76380 -3.70344
H 3.01578 -2.82892 -5.21128
C 5.61555 -3.70945 -2.09155
C 6.79699 -3.89352 -1.14990
O 7.89942 -4.22183 -1.99528
S 7.71267 -3.46693 -3.42377
O 8.49374 -2.26114 -3.40043
O 7.81834 -4.44449 -4.46962
O 6.14940 -3.06221 -3.24726
H 5.20389 -4.67455 -2.40130
H 4.82350 -3.10358 -1.64702
H 6.62438 -4.68259 -0.41670
H 7.03663 -2.96045 -0.63025
C -2.31623 5.87167 1.01545
C -2.97627 6.59422 -0.15090
O -4.36542 6.28036 -0.04467
S -4.75114 6.10566 1.52548
O -5.31907 7.34187 1.98774
O -5.40437 4.83767 1.69383
O -3.23456 5.99007 2.10379
H -2.18295 4.80792 0.79576
H -1.35207 6.31068 1.28021
H -2.58126 6.27322 -1.11582
H -2.86704 7.67917 -0.05619
C 7.91002 -6.76666 3.70055
C 8.43164 -6.40001 2.31753
O 7.34447 -6.65696 1.43007
S 5.94551 -6.37461 2.20886
O 5.50185 -5.05148 1.86883
O 5.11226 -7.53506 2.08007
O 6.54916 -6.33471 3.71945
H 7.92566 -7.84974 3.85409
H 8.47557 -6.27952 4.49706
H 9.30699 -6.98614 2.03410
H 8.67264 -5.33417 2.25661
C 2.78247 3.98465 0.21705
C 3.84622 4.87778 0.83957
O 3.13561 5.72906 1.73790
S 1.86177 4.91735 2.34002
O 2.23192 4.39160 3.62660
O 0.68147 5.70430 2.12872
O 1.86568 3.69528 1.27257
H 2.23772 4.51095 -0.57231
H 3.20263 3.06137 -0.18627
H 4.38372 5.46624 0.09453
H 4.56153 4.29105 1.42445
C -1.69360 -9.37521 0.22741
C -1.17135 -9.01242 -1.15603
O -2.26028 -9.26943 -2.04326
S -3.65752 -8.98246 -1.26300
O -4.10017 -7.65993 -1.60478
O -4.49409 -10.14209 -1.38955
O -3.05338 -8.94083 0.24559
H -1.68009 -10.45829 0.38292
H -1.12693 -8.88776 1.02286
H -0.29772 -9.60034 -1.43818
H -0.92837 -7.94789 -1.21888
C 3.61412 6.70065 5.72255
C 2.47640 7.54079 6.28447
O 3.10291 8.71411 6.80416
S 4.41043 9.05876 5.90173
O 4.04052 10.05933 4.93830
O 5.54100 9.19572 6.77431
O 4.51870 7.63329 5.13058
H 4.14436 6.17104 6.51968
H 3.26664 5.98145 4.97810
H 1.92190 7.02081 7.06683
H 1.78583 7.84902 5.49332
C -9.66054 8.10989 -0.66003
C -9.67438 9.44348 0.07660
O -8.52535 9.41416 0.92185
S -7.35439 8.54717 0.19504
O -6.46133 9.46068 -0.46218
O -6.90071 7.53564 1.11066
O -8.28719 7.84474 -0.94052
H -10.03990 7.30402 -0.02431
H -10.23843 8.14396 -1.58579
H -10.58196 9.58438 0.66556
H -9.55984 10.27964 -0.62037
C 2.93913 -6.56396 5.30120
C 4.20042 -5.88286 5.81453
O 4.10927 -5.95386 7.23719
S 3.32702 -7.31840 7.64911
O 4.30700 -8.31736 7.97472
O 2.24430 -6.97374 8.52516
O 2.71807 -7.66534 6.18266
H 2.07519 -5.89603 5.36715
H 3.04870 -6.91420 4.27291
H 4.27680 -4.84558 5.48487
H 5.09618 -6.42866 5.50626
C -10.16642 3.61788 -1.08826
C -9.65250 3.99203 -2.47173
O -10.74331 3.73301 -3.35567
S -12.13958 4.00634 -2.56893
O -12.59157 5.32903 -2.90225
O -12.96830 2.84238 -2.69867
O -11.52975 4.04350 -1.06254
H -10.14504 2.53437 -0.93900
H -9.59978 4.10464 -0.29219
H -8.77566 3.41108 -2.76102
H -9.41668 5.05923 -2.52982
C 2.87407 -8.73407 -4.36391
C 2.89152 -9.97457 -3.48090
O 3.29276 -9.50828 -2.19353
S 2.74232 -7.99222 -1.98447
O 1.51849 -8.05743 -1.23405
O 3.84488 -7.15746 -1.60570
O 2.36941 -7.68680 -3.53608
H 3.88500 -8.46078 -4.68060
H 2.24103 -8.86290 -5.24380
H 3.58130 -10.73642 -3.84697
H 1.88998 -10.40603 -3.38697
C 2.58271 11.10036 1.17445
C 3.15563 9.82346 1.77371
O 2.31371 8.77637 1.29210
S 1.77064 9.17197 -0.18757
O 2.60521 8.52349 -1.16107
O 0.33993 9.06236 -0.19031
O 2.17054 10.74734 -0.14629
H 1.70069 11.43511 1.72850
H 3.31774 11.90671 1.14187
H 3.16199 9.84177 2.86471
H 4.17005 9.63664 1.40752